[1]
# C18H42F3N2O9

A cluster of 6 separate species, C18H42F3N2O9 in total at a distorted geometry (the ωB97M-V functional and the def2-TZVPD basis, the Open Molecules 2025 dataset).

Cartesian coordinates (Å):
O (3.30212, 2.44238, 2.20856)
N (2.80384, 1.85022, 1.29545)
O (1.68392, 1.24552, 1.84680)
C (1.03461, 0.53952, 0.74618)
C (-0.18993, -0.33099, 1.29307)
N (0.08915, -1.79727, 1.46013)
C (-1.18968, -2.58694, 1.61102)
F (-2.09132, -2.41038, 0.56551)
F (-0.94031, -3.96585, 1.70081)
F (-1.76179, -2.23882, 2.85244)
C (1.04144, -2.37088, 0.44075)
C (2.37020, -1.44500, 0.54282)
C (3.65388, -2.13224, -0.09145)
C (4.37241, -2.81366, 1.29860)
C (5.02764, -4.34810, 1.04438)
O (3.67373, -4.00210, 1.86520)
O (2.00850, -0.17271, -0.03603)
H (0.57529, 1.32932, 0.03585)
H (-1.11074, -0.09309, 0.66713)
H (-0.42867, 0.07124, 2.34431)
H (0.56729, -1.90507, 2.38387)
H (1.31422, -3.45761, 0.61688)
H (0.63188, -2.18647, -0.61009)
H (2.52187, -1.27831, 1.67672)
H (4.42111, -1.41483, -0.51455)
H (3.43796, -3.03546, -0.74003)
H (4.96219, -2.07615, 2.02474)
H (5.03982, -5.24313, 1.73357)
H (6.00112, -3.91661, 1.54114)
C (-2.27308, 2.02269, -2.84667)
C (-0.79902, 2.14573, -2.51971)
O (-0.50715, 1.46053, -1.30031)
H (-2.88121, 2.43810, -2.04059)
H (-2.51181, 2.54702, -3.77425)
H (-2.55966, 0.97150, -2.95282)
H (-0.52102, 3.19320, -2.39274)
H (-0.18379, 1.71997, -3.31823)
H (-0.74843, 0.53122, -1.42446)
C (-1.88753, -2.76523, -3.91960)
C (-0.72265, -2.18196, -3.14643)
O (-1.04380, -2.10015, -1.75567)
H (-2.78133, -2.15057, -3.78771)
H (-1.65659, -2.82750, -4.98477)
H (-2.13197, -3.76665, -3.55392)
H (-0.49571, -1.17397, -3.49978)
H (0.17324, -2.79949, -3.26524)
H (-1.23594, -2.99526, -1.44682)
C (-6.42883, 0.61305, -1.42560)
C (-5.88010, 1.77565, -0.62120)
O (-5.17851, 2.67614, -1.47427)
H (-5.61892, 0.08021, -1.93134)
H (-6.96480, -0.08857, -0.78230)
H (-7.11116, 0.96814, -2.20323)
H (-5.18351, 1.41915, 0.13925)
H (-6.68579, 2.32042, -0.12165)
H (-5.80270, 2.99457, -2.13852)
C (8.10392, 0.40919, -0.04230)
C (6.93834, 0.25097, 0.91351)
O (7.26957, -0.66983, 1.94866)
H (8.37102, -0.55404, -0.48390)
H (7.85927, 1.10913, -0.84438)
H (8.98916, 0.77488, 0.48508)
H (6.06241, -0.13488, 0.38701)
H (6.67300, 1.21067, 1.36789)
H (8.03822, -0.31854, 2.41547)
C (-3.95430, 4.66072, 3.23215)
C (-4.91296, 4.32923, 2.10531)
O (-5.45433, 3.02435, 2.28494)
H (-3.14099, 3.93142, 3.27049)
H (-3.52784, 5.65785, 3.10173)
H (-4.46460, 4.62068, 4.19874)
H (-4.39498, 4.34898, 1.14442)
H (-5.73600, 5.04967, 2.06877)
H (-5.91891, 3.01514, 3.13127)

Results
ΔE to the lowest compared entry with this formula, charge and spin	69.8	kcal/mol
total charge	+1
E_LUMO	-0.1043	Ha
HOMO energy	-0.41032	Ha

Mulliken atomic charge list, values in e, 8 entries: -0.373 0.232 -0.306 0.605 -1.155 0.154 0.742 -0.124



[2]
# C18H42FN3O6P

A cluster of 4 separate species, C18H42FN3O6P in total at a distorted geometry (the ωB97M-V functional and the def2-TZVPD basis, the Open Molecules 2025 dataset).

Cartesian coordinates (Å):
C (5.01264, -0.73202, -1.40081)
C (3.84560, 0.06288, -0.75585)
C (3.35526, 1.23555, -1.64898)
O (2.18282, 1.81233, -1.05005)
C (1.11502, 1.95633, -1.98907)
C (-0.17256, 2.05388, -1.11931)
C (-0.63132, 0.62107, -0.67612)
N (-1.75834, 0.08005, -1.47844)
C (-1.38320, -0.14786, -2.92910)
O (-1.23580, 0.72809, -3.67419)
N (-1.26048, -1.52051, -3.40364)
C (0.12420, -1.91468, -3.57612)
O (0.56194, -2.76375, -2.95615)
F (0.81468, -1.22637, -4.48434)
P (-2.31765, -1.58561, -0.84456)
C (-4.06327, -1.87920, -1.36880)
C (-2.10718, -1.68830, 0.99622)
C (-2.94664, 1.00421, -1.35819)
C (-2.58920, 2.51385, -1.24470)
N (-1.24214, 2.86824, -1.71967)
H (4.61770, -1.33736, -2.24236)
H (5.76201, -0.01795, -1.79601)
H (5.49238, -1.40622, -0.66824)
H (2.96868, -0.58293, -0.55193)
H (4.22065, 0.49837, 0.19172)
H (3.20691, 0.93370, -2.70403)
H (4.13412, 2.02963, -1.66410)
H (1.05949, 1.01188, -2.56804)
H (1.27967, 2.85110, -2.61563)
H (0.13764, 2.57423, -0.18151)
H (0.26187, -0.03544, -0.71375)
H (-0.88745, 0.70088, 0.39686)
H (-1.72253, -1.52116, -4.31922)
H (-4.38678, -2.80950, -0.85794)
H (-4.77905, -1.06380, -1.10503)
H (-4.13451, -2.10058, -2.45208)
H (-2.76669, -1.02332, 1.58671)
H (-1.04582, -1.49384, 1.24172)
H (-2.29535, -2.74295, 1.27538)
H (-3.67988, 0.82738, -2.16012)
H (-3.45661, 0.73375, -0.41094)
H (-2.73744, 2.93719, -0.22739)
H (-3.30547, 3.05294, -1.89862)
H (-1.10019, 3.85986, -1.56364)
C (4.44137, 3.47729, 2.89310)
C (4.24203, 2.10230, 3.50184)
O (2.87251, 1.71059, 3.40851)
H (3.81772, 4.21422, 3.40208)
H (5.48461, 3.78977, 2.96457)
H (4.14633, 3.47973, 1.83988)
H (4.51656, 2.10755, 4.55649)
H (4.85671, 1.35611, 2.98796)
H (2.64022, 1.69871, 2.47280)
C (-7.60299, -1.96307, 1.13063)
C (-6.64891, -0.88598, 1.60843)
O (-6.12778, -0.14522, 0.50007)
H (-7.09713, -2.64643, 0.44555)
H (-7.99748, -2.53600, 1.97062)
H (-8.44029, -1.52292, 0.58377)
H (-5.80395, -1.33004, 2.13523)
H (-7.15438, -0.19436, 2.28745)
H (-6.87585, 0.25544, 0.04140)
C (2.97278, -2.33339, 2.91102)
C (4.30448, -2.48070, 2.19810)
O (5.14934, -1.37441, 2.49504)
H (2.48172, -1.40411, 2.61348)
H (2.31141, -3.17206, 2.68178)
H (3.11610, -2.28661, 3.99292)
H (4.15876, -2.50553, 1.11759)
H (4.80617, -3.40539, 2.49985)
H (5.28217, -1.35950, 3.44995)

Results
total charge	+1
E_LUMO	-0.1217	Ha
HOMO energy	-0.42947	Ha

Mulliken atomic charge list, values in e, 8 entries: -1.316 0.504 -0.713 -0.257 -0.413 -0.145 -1.673 0.802



[3]
# C18H42IN2O8P

A cluster of 3 separate species, C18H42IN2O8P in total at a distorted geometry (the ωB97M-V functional and the def2-TZVPD basis, the Open Molecules 2025 dataset).

Cartesian coordinates (Å):
C (1.17962, -1.96481, -0.13494)
C (1.21955, -1.86161, -1.66210)
O (0.30910, -0.93861, -2.23764)
C (0.25839, 0.31872, -1.59057)
C (-0.97040, 0.44825, -0.67164)
O (-1.80267, 1.50721, -1.12950)
C (-3.02701, 1.50640, -0.39453)
C (-4.09694, 0.70386, -1.18099)
O (-5.17425, 1.57842, -1.55712)
C (-6.15021, 1.66178, -0.55257)
P (-7.62862, 0.62347, -1.06723)
I (-7.19754, -1.02552, 0.88592)
C (-9.36451, 0.92201, -0.50897)
C (-10.37554, -0.07581, -1.11946)
N (-10.37414, -1.37924, -0.43286)
N (-7.90431, 1.86191, -2.43591)
C (-8.24014, 1.35483, -3.48873)
O (-8.71365, 0.93674, -4.47392)
H (1.55177, -1.06521, 0.35883)
H (1.83103, -2.78933, 0.16198)
H (0.15137, -2.16337, 0.17610)
H (0.93037, -2.84282, -2.05159)
H (2.24593, -1.70314, -2.02357)
H (1.18636, 0.59283, -1.08398)
H (0.10902, 1.06370, -2.38117)
H (-1.51153, -0.50392, -0.69333)
H (-0.62205, 0.67875, 0.34467)
H (-3.36460, 2.53200, -0.23784)
H (-2.86374, 1.06369, 0.59468)
H (-3.64955, 0.28607, -2.08167)
H (-4.46834, -0.12010, -0.56336)
H (-5.79432, 1.37378, 0.43515)
H (-6.51413, 2.69345, -0.50202)
H (-7.38476, -0.40686, -1.98309)
H (-9.41663, 0.82201, 0.57655)
H (-9.69782, 1.91947, -0.79377)
H (-11.36179, 0.40334, -1.04607)
H (-10.19566, -0.25192, -2.18342)
H (-10.67961, -1.21203, 0.52205)
H (-11.12645, -1.91541, -0.85634)
C (5.37901, -3.57102, 1.50053)
O (4.10199, -3.01154, 1.75353)
C (3.59770, -3.34413, 3.03936)
C (3.76905, -2.19787, 4.01303)
O (5.13860, -1.93907, 4.27912)
C (5.63298, -0.82881, 3.54965)
H (5.78582, -3.08172, 0.61629)
H (6.06348, -3.41337, 2.33693)
H (5.29125, -4.64404, 1.29849)
H (4.07762, -4.25018, 3.42059)
H (2.52838, -3.55036, 2.92571)
H (3.29918, -2.46810, 4.96389)
H (3.27298, -1.29906, 3.63416)
H (5.26197, 0.10458, 3.98659)
H (5.34642, -0.87605, 2.49616)
H (6.72028, -0.83857, 3.61763)
C (6.33039, 4.12286, -0.40718)
O (7.41441, 3.26888, -0.72867)
C (7.65337, 2.27522, 0.25578)
C (7.08888, 0.93230, -0.15618)
O (5.66865, 0.95948, -0.21294)
C (5.17617, 1.07425, -1.53743)
H (6.07447, 4.68601, -1.30336)
H (5.45255, 3.55957, -0.08263)
H (6.62188, 4.82804, 0.37859)
H (7.24429, 2.58176, 1.22329)
H (8.73878, 2.18191, 0.36122)
H (7.36656, 0.18707, 0.59670)
H (7.50811, 0.61447, -1.11532)
H (5.28237, 0.12113, -2.06672)
H (5.69305, 1.85847, -2.09477)
H (4.11778, 1.32492, -1.47805)

Results
ΔE to the lowest compared entry with this formula, charge and spin	0.0	kcal/mol
SMILES string	CCOCCOCCOC[PH](I)(CCN)N=C=O.COCCOC.COCCOC
E_LUMO	0.0216	Ha
HOMO energy	-0.31865	Ha

Mulliken atomic charge list, values in e, 8 entries: -0.845 -0.424 -0.458 -0.215 -0.418 -0.426 -0.581 -0.306



Which of these has the highest E_LUMO?
C18H42IN2O8P